Below is a 2-piece molecular cluster, C6H14N2O2S overall in a non-equilibrium geometry, with properties calculated with wB97M-V/def2-TZVPD.

Summary:
E_LUMO = 0.63 eV
F_max = 0.0829 hartree/bohr
Energy above the lowest of the compared OMol25 structures with the same formula, charge and spin = 4.0276 eV
Kohn-Sham gap = 8.809 eV

ORCA input file:
```
! wB97M-V def2-TZVPD RIJCOSX def2/J DEFGRID3
* xyz 0 1
H -3.01466 -0.85992 -0.56902
H -1.70515 1.87466 -1.55942
C 0.28155 -1.00681 -0.32931
H -0.24559 0.90122 -1.79071
H 0.25748 -1.67522 1.68936
O 1.73278 0.62415 1.26305
C -0.21580 2.23144 0.93664
C 0.11968 -2.05619 0.67374
H 0.03483 2.66617 0.06546
S 1.64732 0.17416 -0.09232
O 1.70252 1.18621 -1.15311
H 3.52018 -0.74138 -1.14847
H 0.05975 2.88767 1.72585
N -2.54133 -0.37228 0.25146
H 0.94736 -2.81932 0.64348
C -0.78419 1.02836 1.04412
H -1.10461 0.62355 2.05243
H -1.95423 0.19132 -2.12720
H 0.22876 -1.13595 -1.40194
H -0.93408 -2.39031 0.63790
H -2.32531 -1.28557 0.75546
N 3.07623 -0.68942 -0.28519
C -1.31540 0.33508 -0.06674
C -1.34549 0.85465 -1.51017
H 3.87742 -0.54627 0.29464
*
```

---

Below is a 2-piece molecular cluster, C4H10NS2 overall, with properties calculated with wB97M-V/def2-TZVPD.

Summary:
E_LUMO = -3.89 eV
F_max = 0.0170 hartree/bohr
Energy above the lowest of the compared OMol25 structures with the same formula, charge and spin = 1.9662 eV
Kohn-Sham gap = 8.669 eV

ORCA input file:
```
! wB97M-V def2-TZVPD RIJCOSX def2/J DEFGRID3
* xyz 1 1
C 1.30241 -0.53012 0.41391
H -0.08263 2.47698 -0.93274
S -2.24147 -1.18105 0.53097
C 2.14773 0.64944 0.22781
H -1.54695 -1.54079 -1.70294
H 0.80729 -0.16983 2.33295
N 0.76050 -0.81944 1.55426
H -2.86692 -0.33039 -1.67057
H 0.19311 -1.65171 1.67487
H 3.18181 0.35455 0.42870
C -0.87268 0.35263 -0.99102
H 1.89598 1.45050 0.92073
H -2.87442 -0.07896 0.94014
S -1.24714 1.93222 -1.34717
H 1.24918 -1.27081 -0.37619
H 2.12513 1.00306 -0.79705
C -1.93094 -0.64628 -1.20667
*
```

---

Below is a single C20H21N3O4S molecule in a non-equilibrium geometry, with properties calculated with wB97M-V/def2-TZVPD.

Summary:
E_LUMO = 0.34 eV
F_max = 0.0213 hartree/bohr
Energy above the lowest of the compared OMol25 structures with the same formula, charge and spin = 2.6377 eV
Kohn-Sham gap = 8.753 eV

ORCA input file:
```
! wB97M-V def2-TZVPD RIJCOSX def2/J DEFGRID3
* xyz 0 1
H 1.40368 -0.61041 -3.24528
H -4.06161 -2.37329 2.91034
C -3.05799 -1.63657 -0.22712
C 4.36522 0.63951 0.41098
C -3.88805 -1.79105 2.01762
C 1.29326 -0.21090 -2.23334
O -2.56057 -0.15286 -2.73429
S -3.06219 0.68322 -1.67588
C 2.70331 -3.20923 -0.41601
O -4.11038 1.59790 -1.96651
C -4.26778 -0.45741 1.98128
H -0.71981 0.09315 -2.71568
C -3.28828 -2.38360 0.91722
C 0.66436 -2.59877 0.67527
C 1.41608 -1.34140 -1.23479
C -0.37522 1.27920 -1.17528
O 1.90906 2.31656 1.50659
H 4.44737 2.18498 -1.11386
H 3.57064 -3.84807 -0.49382
C 3.89347 1.95113 -0.20187
C -0.78022 3.37191 1.83680
H -0.36220 2.78113 2.64892
N -1.72078 1.55823 -1.08870
H 1.91019 -4.22557 1.29490
C -4.04433 0.29517 0.83987
H -4.73438 -0.00393 2.84202
H 5.42078 0.71224 0.65690
C 0.48805 -1.56453 -0.22943
C -0.85704 2.55069 0.60661
H -1.77400 3.72243 2.09880
H 2.10950 0.49482 -2.05645
C 2.52501 -2.17828 -1.31871
O 2.52764 1.88237 -0.60686
N 0.04881 0.51503 -2.20220
H -0.38352 -0.93325 -0.13629
H 3.25124 -2.01606 -2.10307
H -2.59668 -2.06510 -1.10310
N -1.99504 2.32009 0.01218
H -2.99748 -3.42255 0.94815
C -3.44196 -0.31055 -0.24519
C 1.60390 2.05106 0.36586
H -4.31311 1.33622 0.77215
H 4.21450 -0.18434 -0.28315
C 0.23139 1.93469 -0.09609
C 1.77163 -3.42211 0.58722
H 4.00657 2.76496 0.52167
H -0.06958 -2.75297 1.45284
H -0.11783 4.22055 1.67912
H 3.80438 0.43552 1.31965
*
```

---

Below is C15H17N5Zn as an isolated structure in a non-equilibrium geometry, with properties calculated with wB97M-V/def2-TZVPD.

Summary:
E_LUMO (spin up / spin down) = -2.28 / -1.53 eV
F_max = 0.0880 hartree/bohr
Energy above the lowest of the compared OMol25 structures with the same formula, charge and spin = 5.8337 eV
Kohn-Sham gap (spin up / spin down) = 5.651 / 6.410 eV

ORCA input file:
```
! wB97M-V def2-TZVPD RIJCOSX def2/J DEFGRID3
* xyz 0 1
H 1.29498 -3.30403 -0.55917
H -1.01830 -0.90517 -2.88687
N 3.56336 -1.01731 4.77492
C 1.46927 -1.14016 2.07794
H -0.31273 -2.91001 0.16616
C -1.95198 0.77783 -0.29056
C -4.25582 -0.01854 -0.36831
N 0.39074 1.48412 -0.15553
H -0.50283 4.79564 1.61009
C -2.41742 -1.38501 -1.05056
C 2.68447 -0.06521 -1.20880
C -1.24346 2.99465 0.70175
H 2.87762 -0.62915 -2.16685
N 1.54801 -1.23528 3.35517
C 1.35419 2.24616 0.35256
H 0.52735 0.06298 -3.30381
C 1.10369 3.45130 1.02098
C -0.90586 1.77317 0.08305
H -4.42773 -2.08133 -1.09432
C -3.79054 -1.24137 -0.84780
H 2.63428 1.02248 -1.39126
C 0.06002 -0.85526 -2.94846
H -3.66217 1.95217 0.25415
Zn 0.87931 -0.75753 -1.21759
H -1.98970 -2.33639 -1.37930
N 1.14665 -1.07655 0.94249
H 3.19760 -0.17730 -0.23507
H -2.29808 3.25622 0.74585
C -0.23484 3.84095 1.16404
H 0.45307 -1.78009 -3.37795
C 2.66823 -1.10303 4.02715
C -3.33410 0.98466 -0.08522
C 0.29772 -2.86895 -0.75865
H 1.96814 4.02983 1.33864
N -1.56761 -0.38475 -0.82659
H -5.31831 0.16045 -0.22713
H -0.20292 -3.37495 -1.60019
H 2.37940 1.90647 0.21787
*
```

---

Below is an isolated ion of composition C6H8N and charge +1 in a non-equilibrium geometry, with properties calculated with wB97M-V/def2-TZVPD.

Summary:
E_LUMO = -6.65 eV
F_max = 0.0833 hartree/bohr
Energy above the lowest of the compared OMol25 structures with the same formula, charge and spin = 6.4125 eV
Kohn-Sham gap = 7.359 eV

ORCA input file:
```
! wB97M-V def2-TZVPD RIJCOSX def2/J DEFGRID3
* xyz 1 1
H 1.42043 0.44416 1.69597
H 2.84228 -0.51395 1.29554
C 1.19869 -0.92538 -0.30525
C -3.35150 0.12050 0.33871
N -0.10800 -1.01472 -0.29685
C 1.93383 -0.04238 0.80665
H -4.16856 -0.19293 -0.32076
C -0.89192 0.05039 -0.49112
H 1.11984 1.32906 -0.69366
H -0.47180 0.99862 -1.02230
C 1.93172 0.59411 -0.41995
H 2.68019 0.50122 -1.23777
C -2.17708 0.10868 -0.10238
H -3.64120 0.49215 1.32046
H 1.68308 -1.94955 -0.56729
*
```

---

Below is a 13-piece molecular cluster, C57H132O31P6 overall in a non-equilibrium geometry, with properties calculated with wB97M-V/def2-TZVPD.

Summary:
E_LUMO = 0.33 eV
F_max = 0.0763 hartree/bohr
Kohn-Sham gap = 9.620 eV

ORCA input file:
```
! wB97M-V def2-TZVPD RIJCOSX def2/J DEFGRID3
* xyz 0 1
H -6.02348 -3.46191 1.96291
H -3.34577 0.41440 -3.13387
H 4.12659 2.32182 -4.70334
H -2.10510 -6.55661 -8.35309
H -5.53495 5.76524 -2.02400
H -7.31521 -1.77460 3.23856
H -3.28600 5.49493 -0.81132
H 1.35570 4.63665 4.48506
H 3.06439 -4.50119 1.51077
O -1.68408 7.67141 -1.67916
H 2.76409 -3.19983 -1.09710
H 5.59898 3.61315 -0.58950
C 0.52777 5.32886 4.73002
H -2.69442 1.21638 1.71279
C -1.13346 10.88723 -0.91569
C 6.03589 -1.05754 -3.21335
H -1.97147 5.37561 3.06614
H 1.25520 -3.97420 -1.73473
H -4.70562 1.61409 -1.36825
C 3.47993 -0.83147 6.05710
H -1.75958 -3.49387 -1.63437
C 2.23074 -3.78414 1.55063
C -3.71766 -5.82166 1.43237
C -2.78835 2.18053 -2.08811
C 2.35549 -7.95786 7.69734
H 2.03515 6.41550 -1.86186
H 5.22929 -3.53660 1.27265
H 6.28050 -0.29496 -3.96089
H 2.74667 -5.74078 3.74313
H -4.57482 -6.04555 -1.42422
C -5.81622 6.24550 -2.96221
C -0.62358 -2.14074 3.58082
O 5.21118 -0.49111 -2.18495
H 1.44026 -0.40695 -2.51286
H -8.25486 -3.17957 3.10115
H -3.79288 1.85163 -3.93580
H -0.77904 9.96577 -0.46857
O 4.68446 1.13452 -0.32219
C 2.01278 -3.98488 -0.96309
O 6.34697 -0.69241 0.11798
H -3.65567 -0.65770 2.88741
H -0.27073 3.60782 -4.01972
H 2.63358 2.63030 1.77624
P -2.54507 8.31277 -2.87731
H 0.58709 -3.73783 8.81865
O 0.12040 -4.22839 0.45778
H 1.87009 -1.28733 -4.97456
C 0.40877 -1.04180 3.42769
O -1.47135 -1.80681 -6.40209
H 2.24672 -9.03683 7.57339
O 1.77935 -0.00554 0.02343
H 3.86715 2.44352 6.42512
H 0.98074 6.11075 5.35890
H -3.40041 -7.48774 0.17837
C 1.30630 -3.99906 0.37222
O -4.73113 -1.01879 -1.07196
O 7.06297 1.16014 -1.46314
H 0.04285 -0.05907 3.75557
C -4.62807 -5.18018 -2.09676
C -1.62622 -2.53215 -2.13163
H -0.22772 -3.12857 3.29402
O -1.72902 2.53115 -1.59413
H 5.88536 -3.38833 -0.36975
H 3.29289 -7.59239 7.28364
O 0.43390 -2.70581 -4.93570
C 1.22760 6.34135 -2.61047
H 1.33602 4.70761 0.92641
C 2.53979 -3.00768 -6.07605
O 1.38821 -5.84960 7.34338
H 4.50264 3.55281 0.74795
C -4.07408 2.50195 -1.39422
C 3.46692 -3.93763 4.66373
P -4.88265 -2.01101 0.01143
H 3.77358 -3.64794 5.66894
H -6.21767 5.47501 -3.62071
H -0.81166 10.17058 -2.92662
O 1.46902 3.95687 -2.41735
H -2.16478 -6.18606 -0.03619
O 1.26913 -5.03472 4.91171
H 2.72582 -2.79613 1.56165
C 0.02950 6.03403 3.47861
P 0.63162 -4.82059 6.36630
C -1.60307 10.62767 -2.32615
H 2.12623 2.25583 6.12866
C -2.32058 -2.47275 -3.47364
C -1.44420 6.26998 3.40919
O -1.89513 -3.45857 -4.39848
H 2.46659 -4.97873 -1.04210
H -0.86938 -2.15212 4.63713
H -2.50575 -5.29354 3.09986
H 2.46349 2.74374 -5.13406
C -2.23169 7.46434 -0.40644
H -2.96373 5.96149 0.88434
H 5.15306 -3.12637 -3.11945
C -6.86870 -2.98138 1.48244
H 3.95884 4.31916 -0.75183
C 0.81277 -2.91234 8.15479
H -2.11456 -1.77148 -1.52613
H 3.08386 -5.97959 5.42439
C -1.82291 -4.86055 -7.08569
H 0.30205 6.79976 -2.27694
H -1.94685 11.31240 -0.33563
H -2.24693 -1.47638 -3.93366
H -3.80752 6.01747 -3.76939
H -7.43627 -3.65917 0.84146
C -1.38490 -6.23444 -7.60689
H 3.62203 -0.67333 4.99290
H -0.85901 5.33946 -4.18527
H 4.44800 2.62418 -8.45655
H -6.34524 -4.35125 -1.06533
H -2.24317 -4.20655 1.73382
H -1.22100 -2.52575 7.56558
H -0.02437 0.85765 -0.14664
H 3.25513 1.64160 4.93768
C 0.90657 3.70648 0.92456
H -2.72884 -4.92036 -6.45779
H 5.89909 -2.57806 -4.63546
H 1.69012 -2.36076 8.53289
H -0.35143 11.65146 -0.94349
O 3.13865 0.12657 2.17235
H 4.13263 2.15144 -2.05412
H -1.68212 5.32058 -0.08534
H -0.15199 3.77531 1.17116
H 2.77479 1.08223 -4.80218
H -4.71677 7.30170 -4.50855
H 2.21404 -3.71879 -6.83968
H -3.80162 -4.14607 2.68045
H 6.97997 -1.35586 -2.75199
C 4.08893 2.19599 -0.95787
C -0.00879 4.65649 -4.11129
H 4.04826 3.74729 -7.14880
O -0.72452 -4.36075 -6.34548
H -2.75725 0.46701 0.12215
H 4.32390 -1.94554 -4.19774
H -2.05347 -7.20783 1.36094
H -0.56986 -2.25883 -2.22147
C -4.52547 6.80861 -3.55350
H -0.28527 4.84946 5.25849
H -2.08237 -4.19001 -7.90393
H 3.32156 -2.37118 -6.50497
O -4.03820 7.75304 -2.64985
H 1.00414 3.26202 -0.06546
C -2.57223 5.95539 -0.13780
O 2.73180 0.94551 -7.35031
H -3.82933 2.67869 -0.33957
C -3.77762 -0.58447 1.80453
H -3.40013 -2.61292 -3.34219
C 5.37349 -1.54486 0.72614
H -1.26369 -6.99063 -6.81390
H 4.39864 -1.21489 6.51096
H -4.73078 -0.08391 1.62635
H -4.60239 3.34405 -1.83992
C 3.38539 1.77470 -6.74655
C 5.91291 -2.97181 0.63949
H 3.04118 -3.49125 -5.23623
C -2.67119 0.26552 1.18116
O -4.61038 -3.56236 -0.34682
O -0.83163 -4.91438 6.40256
H 0.05110 -0.97098 -0.41150
H -1.67932 -0.16036 1.36980
C 1.56692 2.76456 1.94263
O 2.43616 0.35939 7.77426
O -1.87466 8.04279 -4.15768
H 1.52604 6.89845 -3.49350
C -0.37906 -1.99395 8.01453
H 2.70748 -1.59291 6.23334
C -2.77136 -6.74178 0.67448
H 1.59948 -4.02793 2.41910
O -4.92275 -5.92433 1.36426
C 1.45583 -2.02796 -5.68216
P 1.79099 0.19708 1.59500
H 4.39622 -1.41253 0.22711
H -0.42118 -6.18417 -8.10466
H -2.01678 1.33143 -3.90619
C -7.81878 -2.38332 2.47989
H -5.46718 -3.19151 -2.12657
O -6.36165 -1.95897 0.60802
C 3.22801 1.96621 -5.23924
H -6.54739 7.03440 -2.77322
H 2.88631 -3.16274 4.14326
O 0.75448 6.37254 2.57275
C 4.38625 2.71213 -7.37004
H -1.49974 7.85454 0.32142
O 1.21251 -3.43498 6.87854
H -0.06779 -1.12023 7.42287
H -0.20369 0.12642 -2.68719
H 0.56156 4.81368 -5.02263
H 1.29868 -1.23715 4.05875
C 2.64939 -5.25347 4.72701
C 1.17574 -7.20769 7.12677
C -3.00522 -4.78190 2.27880
P -0.99042 -2.96300 -5.63363
H -1.59926 7.08783 2.70216
H 3.01428 2.03640 -0.73892
C 0.51113 0.03033 -0.63908
H -1.53630 -1.92979 3.03504
H 1.11785 -7.35245 6.04714
C -5.36025 -4.03556 -1.42970
O 0.96410 1.50489 2.02985
O -2.77658 9.84063 -2.40251
C 5.27917 -2.26783 -3.79531
H 1.07254 1.29124 -2.25820
H -0.70426 -1.62506 9.00322
H 5.29028 -1.20033 1.76732
C -2.95820 1.40978 -3.37384
C 0.99258 4.91373 -2.98884
H 2.39671 -7.75784 8.77667
C 3.09711 1.78865 6.00993
H -3.13804 8.07466 -0.37016
H 0.22082 -7.51673 7.58061
C 0.69447 0.28659 -2.10574
C 2.95881 0.44260 6.68918
H 6.89142 -3.06725 1.10928
H -5.22680 -5.50438 -2.95182
P 5.92232 0.34240 -1.00940
O -3.87759 -1.88723 1.25737
O 0.74589 -0.96393 2.06720
H -1.83541 11.58742 -2.79321
H -1.86927 6.63252 4.34630
H -3.67323 -4.89446 -2.53498
H 1.51196 3.21562 2.94099
H 5.36805 2.64166 -6.89047
H -8.62993 -1.89421 1.91920
H 4.41941 -4.14727 4.15976
H 1.06131 -1.42392 -6.53059
C 4.54567 3.48937 -0.33781
*
```